# 1
DFT (ωB97M-V/def2-TZVPD) results for a cluster of 11 separate species, C31H84O11 in total at a distorted geometry.

## Properties
Multiplicity: 2
Charge: +1
HOMO-LUMO gap (spin up / spin down) in eV: 8.8697 / 2.5068
<S²>: 0.75
LUMO level (spin up / spin down) in eV: -2.30 / -8.66

Positions of all 126 atoms, in Å:
C 1.1399 -5.0449 -2.2921
O 2.2961 -4.8944 -1.5129
H 0.4604 -5.7223 -1.7750
H 0.4737 -4.2008 -2.4708
H 1.4343 -5.5485 -3.2128
H 2.8502 -4.2686 -1.9849
C -0.5812 0.9572 -1.0505
C -1.0743 -0.1922 -0.1795
C 0.0118 -1.2958 0.0007
O -1.3949 0.3520 1.0918
H 0.2964 1.4647 -0.6501
H -1.3497 1.6909 -1.2939
H -0.2357 0.5112 -1.9831
H -1.9632 -0.6211 -0.6422
H -0.2397 -2.0706 0.7249
H 0.9613 -0.7986 0.1990
H 0.1831 -1.7805 -0.9604
H -1.7165 -0.3978 1.5977
C -2.5595 -0.4548 -5.5449
C -2.3931 -1.9070 -5.0695
C -2.0496 -1.9869 -3.5634
O -3.6205 -2.6298 -5.2584
H -3.4268 0.0172 -5.0833
H -2.7285 -0.3923 -6.6199
H -1.6609 0.1312 -5.3517
H -1.5907 -2.3476 -5.6612
H -0.9951 -1.7133 -3.5285
H -2.1073 -3.0377 -3.2795
H -2.7530 -1.4538 -2.9238
H -3.6216 -3.5459 -4.9713
C 0.3719 4.6945 -0.9158
C -0.4880 5.6153 -0.1021
C -1.9541 5.3110 -0.1932
O -0.0324 5.5516 1.2345
H 0.0089 4.6862 -1.9435
H 0.3192 3.6661 -0.5583
H 1.4156 5.0087 -0.9258
H -0.3477 6.6211 -0.4982
H -2.2349 5.4038 -1.2423
H -2.6067 6.0443 0.2806
H -2.2119 4.3308 0.2079
H -0.2236 4.6600 1.5348
C 4.6676 -1.1365 -1.3471
C 4.4843 0.1443 -0.5207
C 3.3918 1.0063 -1.1228
O 4.1111 -0.2041 0.7919
H 5.2722 -1.8899 -0.8421
H 4.8463 -0.9469 -2.4055
H 3.6814 -1.5930 -1.2627
H 5.4281 0.6762 -0.6404
H 3.3237 2.0236 -0.7375
H 2.3727 0.6213 -1.0862
H 3.5902 1.2125 -2.1746
H 3.7895 0.5920 1.2212
C -0.5156 4.0090 4.2329
C -1.1918 3.0149 3.2901
C -2.6693 3.1334 3.1412
O -0.6231 3.0411 2.0186
H -0.7317 5.0069 3.8515
H 0.5606 3.8371 4.2507
H -1.0195 3.9792 5.1990
H -1.0128 2.0462 3.7568
H -2.9631 2.4429 2.3507
H -2.9614 4.1157 2.7696
H -3.2293 2.8785 4.0409
H -0.8503 2.2202 1.5758
C 2.6606 0.5906 5.0658
C 1.8054 -0.6872 5.1899
C 0.9566 -0.9972 3.9384
O 2.7787 -1.7249 5.2568
H 3.1691 0.6901 6.0248
H 2.0203 1.4558 4.8940
H 3.2880 0.5299 4.1765
H 1.1369 -0.6774 6.0508
H 0.4579 -1.9562 4.0785
H 1.4965 -0.9438 2.9930
H 0.1494 -0.2670 3.8801
H 3.1300 -1.8596 4.3736
C 4.7805 -4.6246 3.0097
C 4.3820 -3.4033 2.1348
C 3.0217 -3.6507 1.4770
O 4.1822 -2.2500 2.9428
H 3.9203 -4.8582 3.6372
H 5.5380 -4.3901 3.7576
H 5.0105 -5.4779 2.3717
H 5.1435 -3.1686 1.3911
H 3.0128 -4.5914 0.9264
H 2.8365 -2.8757 0.7332
H 2.1909 -3.6983 2.1809
H 4.1475 -1.5047 2.3387
C -4.5890 -1.5002 2.9887
C -3.1136 -1.2820 3.4685
C -2.8451 -1.9922 4.8234
O -2.3320 -1.8831 2.4947
H -4.7910 -1.1431 1.9788
H -5.3657 -1.0861 3.6315
H -4.8154 -2.5632 3.0725
H -2.8270 -0.2334 3.5489
H -3.6248 -1.6581 5.5079
H -1.9044 -1.6872 5.2820
H -2.9086 -3.0787 4.7641
H -2.5501 -2.8161 2.4345
C -4.9464 1.0986 0.1700
C -4.8527 1.8239 -1.2141
C -4.3796 0.9001 -2.3338
O -6.1195 2.3779 -1.5159
H -5.5598 0.2036 0.0667
H -5.3234 1.7462 0.9617
H -3.9744 0.7781 0.5450
H -4.1219 2.6326 -1.2194
H -4.8470 -0.0808 -2.2468
H -3.2920 0.8286 -2.3216
H -4.7582 1.2472 -3.2952
H -6.0985 3.0721 -2.1787
C 1.8123 0.0971 -4.5250
C 3.1015 0.3715 -5.2354
C 3.0474 0.1156 -6.7368
O 3.4355 1.7264 -5.0861
H 0.9494 0.7385 -4.7040
H 2.0567 0.1622 -3.4648
H 1.4904 -0.9389 -4.6308
H 3.8784 -0.2787 -4.8331
H 4.0699 0.2656 -7.0835
H 2.3235 0.7761 -7.2141
H 2.6576 -0.8850 -6.9236
H 4.0889 1.8421 -5.7798

These are the Mulliken partial charges, in e, on atoms 1 to 6: atom 1 (C): -0.5685, atom 2 (O): -0.3914, atom 3 (H): 0.2753, atom 4 (H): 0.1087, atom 5 (H): 0.3516, atom 6 (H): 0.2368

# 2
DFT (ωB97M-V/def2-TZVPD) results for a cluster of 9 separate species, C31H84O21P4S2 in total at a distorted geometry.

## Properties
HOMO-LUMO gap in eV: 9.1251
LUMO level in eV: 0.44

Positions of all 142 atoms, in Å:
C 14.0946 12.4095 17.5839
C 14.4446 12.1096 16.1314
O 15.0227 10.8362 16.0617
P 16.3680 10.5883 15.2082
O 17.1255 9.4257 15.6979
O 17.2631 11.8815 15.0960
C 18.1477 11.9782 16.3175
C 19.0173 13.1810 15.9599
O 15.8576 10.4154 13.7002
C 16.8092 10.0726 12.6839
C 17.4124 11.3242 12.0224
H 14.1787 11.4312 18.1308
H 14.8029 13.1466 17.9806
H 13.1118 12.8188 17.6296
H 13.6288 12.1685 15.4543
H 15.1119 12.8755 15.6198
H 17.4738 12.2202 17.2051
H 18.5440 10.9699 16.3813
H 18.4191 14.1092 16.0735
H 19.8751 13.3267 16.5635
H 19.4330 13.1196 14.9429
H 17.5254 9.3055 13.0314
H 16.2508 9.5643 11.8942
H 18.1167 11.8512 12.6725
H 18.0723 11.0764 11.1685
H 16.5631 11.9842 11.6373
C 21.6700 10.3154 21.6966
C 21.8301 9.0148 22.3382
O 20.9715 8.9416 23.5300
P 19.4338 8.9851 23.6523
O 18.7461 10.2640 23.4552
O 19.0249 7.9148 22.5270
C 17.6308 7.7777 22.1591
C 17.3223 6.4214 21.6669
O 19.0489 8.1807 25.0220
C 19.8286 6.9934 25.1743
C 19.0198 5.9360 25.7810
H 20.6540 10.4536 21.3884
H 21.9071 11.0569 22.4608
H 22.4350 10.4426 20.8934
H 21.7154 8.2261 21.6086
H 22.8106 9.0115 22.8202
H 16.9777 8.0192 23.0021
H 17.4961 8.4514 21.3157
H 17.3218 5.5359 22.3579
H 16.2772 6.5149 21.2552
H 17.8569 6.1828 20.7663
H 20.2600 6.6704 24.2429
H 20.6263 7.2022 25.8189
H 18.2357 5.7866 25.0887
H 19.5755 5.0076 25.9452
H 18.4517 6.0949 26.7801
C 13.4764 10.9840 25.7670
C 12.6986 10.1602 24.9155
O 13.6661 9.3915 24.1576
P 13.5544 9.2317 22.6164
O 14.6744 8.4095 22.1210
O 12.0993 8.6977 22.4038
C 11.7851 7.9136 21.2106
C 10.9554 8.6674 20.1614
O 13.4031 10.6768 21.9997
C 14.7138 11.3082 21.6423
C 14.5108 12.8260 21.6442
H 14.1648 10.3717 26.3361
H 14.0806 11.7447 25.2273
H 12.8331 11.5139 26.4676
H 12.1391 9.4328 25.5118
H 12.0488 10.6937 24.2521
H 12.7159 7.6218 20.7127
H 11.2260 7.0088 21.4452
H 11.5153 9.4528 19.6648
H 10.5223 8.0073 19.4143
H 10.0625 9.0077 20.7185
H 15.4024 11.0750 22.3845
H 14.9533 10.9315 20.6559
H 15.5161 13.2421 21.5607
H 13.8465 13.2024 20.8900
H 14.1232 13.1033 22.6316
C 26.2465 9.0685 16.9160
C 24.8260 8.6481 17.2729
O 24.0382 9.8232 17.0561
P 22.7405 10.3170 17.8447
O 23.0935 11.2117 18.9657
O 21.7876 11.0710 16.8258
C 21.5986 10.6359 15.4673
C 21.3003 9.1661 15.1794
O 21.9768 8.9700 18.0226
C 20.5385 8.8935 18.3846
C 20.1719 7.4788 18.7178
H 27.0072 8.3418 17.2046
H 26.2576 9.3184 15.7881
H 26.4089 10.0522 17.3630
H 24.5632 7.9044 16.5169
H 24.7954 8.2629 18.2624
H 20.6721 11.1524 15.1614
H 22.4073 11.0180 14.8449
H 22.1010 8.5408 15.4573
H 20.4457 8.8471 15.7562
H 21.1121 9.0382 14.1030
H 20.3873 9.5020 19.2977
H 19.9180 9.3161 17.5578
H 20.2934 6.8146 17.9124
H 20.6437 7.0909 19.5930
H 19.1276 7.3978 18.9638
C 21.5636 16.5809 19.7838
S 21.3993 15.4013 21.1295
O 19.8966 15.0818 21.3055
C 22.1598 13.9346 20.3569
H 21.1887 17.5020 20.2762
H 21.0332 16.3216 18.8441
H 22.6303 16.8136 19.6177
H 23.2579 14.1558 20.2658
H 21.7236 13.7370 19.3867
H 22.0818 13.1684 21.0759
C 18.1833 13.2932 25.7216
S 17.0156 13.3798 24.3855
O 15.6884 13.5886 25.0559
C 17.7626 15.0538 23.9168
H 19.1986 13.4023 25.4113
H 18.1781 12.3340 26.2517
H 17.7904 14.1066 26.3751
H 18.1007 15.5660 24.7934
H 16.9701 15.6042 23.4143
H 18.6205 14.8907 23.2508
C 17.4978 15.2168 18.3889
O 18.8827 15.0224 18.5030
H 17.1097 15.4946 17.4173
H 16.8976 14.3669 18.7451
H 17.2414 16.0625 19.0327
H 19.1545 15.2938 19.3884
C 16.3013 9.0827 18.7672
O 16.3635 10.4824 18.7650
H 16.3104 8.7150 19.7449
H 15.2678 8.9192 18.4679
H 17.0599 8.5256 18.1092
H 16.9766 10.8042 19.4474
C 18.4708 12.6526 21.1617
O 17.5612 11.5691 21.2425
H 18.7502 12.7363 20.1278
H 17.9089 13.5828 21.3053
H 19.3643 12.6902 21.7447
H 17.6906 11.1795 22.1529

These are the Mulliken partial charges, in e, on atoms 1 to 6: atom 1 (C): -0.4534, atom 2 (C): -0.3329, atom 3 (O): -0.4472, atom 4 (P): 0.9333, atom 5 (O): -0.7593, atom 6 (O): -0.2996

# 3
DFT (ωB97M-V/def2-TZVPD) results for a cluster of 14 separate species, C31H87N3O14S11 in total at a distorted geometry.

## Properties
HOMO-LUMO gap in eV: 7.9992
LUMO level in eV: -0.24

Positions of all 146 atoms, in Å:
C -5.2427 1.7382 3.3750
C -5.2387 1.1487 1.9774
O -5.9073 1.6657 1.0842
N -4.4064 0.1157 1.7269
C -4.2248 -0.4878 0.4302
H -6.1767 1.4076 3.8346
H -5.2346 2.8200 3.2975
H -4.4094 1.3705 3.9712
H -3.9547 -0.2301 2.5615
H -4.6760 0.0829 -0.3742
H -4.7848 -1.4298 0.4939
H -3.2274 -0.8002 0.1225
C 0.1641 0.2658 1.3913
C -0.2419 0.1055 -0.0443
O -1.4226 0.1716 -0.3906
N 0.7298 -0.1970 -0.9156
C 0.5240 -0.3295 -2.3394
H 1.1329 -0.2248 1.5222
H -0.5690 -0.2257 2.0290
H 0.2776 1.3045 1.6979
H 1.6744 -0.4480 -0.6374
H 0.0059 -1.2625 -2.5650
H 1.5191 -0.3271 -2.7909
H 0.0231 0.4682 -2.8911
C -2.5250 0.5575 -5.4421
C -3.9016 0.2425 -4.8998
O -4.7181 -0.3040 -5.6299
N -4.1953 0.5829 -3.6320
C -3.2495 1.2363 -2.7182
H -1.7192 -0.1035 -5.1208
H -2.2618 1.5997 -5.2294
H -2.5106 0.5289 -6.5302
H -5.1208 0.3718 -3.3016
H -3.6868 1.1881 -1.7278
H -3.0553 2.2593 -3.0478
H -2.2938 0.7207 -2.7628
C 2.7577 4.8460 3.0031
S 3.1487 3.0663 2.8600
O 2.6470 2.7319 1.4794
C 4.9304 3.2476 2.6887
H 1.7658 4.9590 2.5754
H 3.4629 5.4743 2.4573
H 2.7997 5.1676 4.0429
H 5.5185 2.3345 2.7478
H 5.3028 3.9629 3.4272
H 5.1581 3.7255 1.7321
C -1.8051 -2.9142 1.6428
S -3.2816 -3.9532 1.2764
O -2.8379 -4.7328 0.0890
C -3.0549 -5.0270 2.7448
H -1.9472 -2.1668 2.4278
H -1.6045 -2.3340 0.7394
H -0.9321 -3.5400 1.8254
H -3.8728 -5.7418 2.8150
H -3.0963 -4.3474 3.5979
H -2.1140 -5.5699 2.6886
C 4.3395 -2.6375 -1.9048
S 4.2164 -2.0307 -0.2156
O 2.7564 -1.8472 0.1336
C 4.8073 -3.4859 0.6504
H 4.0102 -1.7996 -2.5211
H 3.7058 -3.5128 -2.0354
H 5.3903 -2.8051 -2.1374
H 4.4763 -3.4230 1.6892
H 5.8897 -3.5057 0.7820
H 4.4034 -4.3677 0.1567
C -0.2185 4.0127 -0.0306
S -1.5139 4.4496 1.1497
O -2.1551 5.7645 0.7796
C -2.6242 3.0970 0.6629
H -0.5829 3.8877 -1.0570
H 0.3454 3.1196 0.2390
H 0.5278 4.7935 -0.2075
H -3.4214 3.0204 1.4136
H -2.1844 2.1002 0.6124
H -3.2390 3.3434 -0.2066
C 1.4611 -3.3913 -5.2029
S 3.1094 -4.1292 -5.1389
O 3.2420 -4.8246 -3.8075
C 2.7932 -5.4967 -6.3332
H 0.7130 -4.1824 -5.1404
H 1.3387 -2.9520 -6.1934
H 1.4217 -2.6126 -4.4506
H 2.1701 -6.2823 -5.9126
H 3.7464 -5.8173 -6.7401
H 2.1835 -5.0624 -7.1316
C 3.5247 4.2904 -1.1084
S 2.8552 2.7297 -1.7838
O 3.4162 2.6413 -3.1778
C 3.8584 1.6016 -0.7661
H 2.9904 5.0756 -1.6481
H 4.5736 4.4314 -1.3655
H 3.3091 4.3891 -0.0455
H 3.5607 0.5991 -1.0735
H 3.6498 1.7296 0.2947
H 4.9150 1.6461 -1.0314
C -2.0977 -1.7311 5.4289
S -1.4217 -0.0766 4.9911
O -2.1428 0.2847 3.7014
C -2.3321 0.8606 6.2540
H -1.2942 -2.4515 5.3026
H -2.8930 -1.9934 4.7288
H -2.5891 -1.7383 6.4004
H -3.3911 0.6134 6.2456
H -2.2031 1.9421 6.2135
H -1.8920 0.6731 7.2405
C -0.1021 3.1703 4.3014
S 0.6828 4.0497 5.7129
O -0.2635 5.1934 5.9298
C 0.4030 2.8247 7.0826
H -1.1656 2.9978 4.4620
H 0.5098 2.2960 4.0844
H -0.1351 3.8835 3.4769
H 0.6257 1.8068 6.7569
H -0.6424 2.9102 7.3757
H 1.0113 3.0821 7.9464
C 1.2501 2.1829 -5.5536
S 1.9689 0.5076 -5.6911
O 0.8675 -0.5054 -5.5590
C 2.5562 0.7354 -7.4066
H 0.4201 2.3637 -6.2352
H 2.0674 2.8821 -5.7246
H 0.9291 2.3033 -4.5210
H 2.9977 -0.1900 -7.7613
H 3.2762 1.5530 -7.4097
H 1.7110 1.0900 -7.9986
C -1.9758 -3.2852 -2.1772
S -2.2846 -3.1360 -3.9698
O -1.7808 -4.4371 -4.5405
C -4.1156 -3.2988 -3.8380
H -2.3415 -4.2647 -1.8767
H -2.4350 -2.4388 -1.6652
H -0.9026 -3.2624 -1.9834
H -4.4874 -4.2962 -3.6242
H -4.5765 -2.8904 -4.7382
H -4.3887 -2.5744 -3.0655
C 1.5109 -2.4620 3.7237
S 1.8563 -0.7561 4.1839
O 1.8803 -0.7081 5.7044
C 3.5558 -0.7067 3.5481
H 1.4677 -2.4954 2.6277
H 0.5516 -2.8155 4.0868
H 2.3455 -3.1145 3.9797
H 3.9486 0.2324 3.9409
H 3.5098 -0.5766 2.4648
H 4.1484 -1.5620 3.8617

These are the Mulliken partial charges, in e, on atoms 1 to 6: atom 1 (C): -0.8624, atom 2 (C): 0.7653, atom 3 (O): -0.7067, atom 4 (N): 0.1832, atom 5 (C): -0.9188, atom 6 (H): 0.3756